{"formula": "C14H19Cl3NO6ReS5", "method": "wB97M-V/def2-TZVPD", "species": ["Re", "C", "C", "O", "C", "C", "O", "C", "C", "O", "C", "C", "O", "H", "H", "H", "H", "H", "H", "H", "H", "H", "H", "H", "H", "H", "H", "H", "H", "Cl", "C", "Cl", "Cl", "C", "N", "C", "S", "C", "C", "S", "S", "C", "S", "S", "H", "H", "H", "O", "O"], "xyz": [[8.601, -15.736, -0.963], [7.529, -17.854, -2.649], [9.023, -18.138, -2.820], [9.789, -17.064, -2.233], [11.058, -17.380, -1.566], [10.800, -17.926, -0.197], [9.860, -17.075, 0.471], [9.171, -17.647, 1.566], [8.156, -16.642, 2.096], [7.193, -16.303, 1.075], [6.168, -17.292, 0.745], [6.050, -17.278, -0.765], [7.374, -17.492, -1.281], [7.166, -17.042, -3.283], [6.986, -18.770, -2.849], [9.215, -19.005, -2.231], [9.297, -18.282, -3.849], [11.631, -18.043, -2.197], [11.527, -16.387, -1.533], [10.425, -18.946, -0.194], [11.709, -17.844, 0.341], [8.738, -18.608, 1.309], [9.892, -17.778, 2.387], [7.629, -17.014, 3.008], [8.658, -15.706, 2.319], [6.456, -18.285, 1.114], [5.214, -16.949, 1.131], [5.429, -18.081, -1.113], [5.761, -16.284, -1.076], [12.455, -11.673, -0.675], [12.128, -13.179, 0.240], [11.615, -12.729, 1.882], [13.506, -14.312, 0.188], [10.953, -13.856, -0.322], [10.013, -14.400, -0.728], [4.615, -11.436, -3.872], [6.135, -12.371, -3.830], [6.806, -12.167, -5.374], [8.106, -12.508, -5.685], [9.513, -12.750, -4.589], [8.570, -12.357, -7.273], [7.152, -11.546, -7.862], [7.030, -10.913, -9.363], [5.887, -11.372, -6.653], [4.175, -11.624, -2.872], [3.902, -11.789, -4.605], [4.765, -10.383, -4.010], [7.269, -14.764, -1.683], [10.524, -13.545, -5.426]], "multiplicity": 4, "fmax_ha_per_bohr": 0.1213, "orbital_gap_ha": [0.2085, 0.2147], "de_lowest_ev": 0.611, "charge": 3, "s_squared": 3.819, "e_lumo_ha": [-0.38139, -0.40145], "total_energy_ha": -4499.6568}

{"formula": "C14H19FeN5O5S", "method": "wB97M-V/def2-TZVPD", "species": ["Fe", "O", "C", "C", "N", "C", "C", "O", "O", "C", "C", "O", "O", "H", "H", "H", "H", "H", "H", "H", "H", "H", "C", "C", "N", "N", "C", "N", "S", "C", "C", "C", "C", "C", "N", "H", "H", "H", "H", "H", "H", "H", "H", "H", "H"], "xyz": [[-0.686, -0.033, 0.631], [-0.876, 2.220, 0.045], [0.292, 3.067, 0.045], [0.975, 3.279, 1.397], [1.599, 2.160, 2.072], [2.630, 1.400, 1.417], [2.193, 0.210, 0.542], [2.897, -0.754, 0.377], [1.019, 0.371, -0.052], [1.007, 1.624, 3.281], [-0.046, 0.662, 2.790], [-1.156, 1.108, 2.377], [0.278, -0.516, 2.450], [-1.459, 2.497, 0.767], [-0.004, 4.051, -0.328], [0.975, 2.620, -0.672], [0.263, 3.730, 2.092], [1.737, 4.046, 1.200], [3.339, 1.008, 2.148], [3.193, 2.066, 0.755], [0.561, 2.418, 3.877], [1.763, 1.101, 3.866], [-1.121, -1.991, -3.386], [-0.813, -1.589, -1.984], [-1.300, -0.568, -1.395], [-2.268, 0.199, -2.001], [-3.227, 0.685, -1.180], [-4.143, 1.483, -1.724], [-3.254, 0.269, 0.454], [0.053, -2.415, -1.115], [0.881, -3.396, -1.613], [1.616, -4.165, -0.717], [1.470, -3.932, 0.631], [0.626, -2.910, 1.053], [-0.067, -2.162, 0.204], [-2.106, -1.638, -3.685], [-1.097, -3.073, -3.490], [-0.378, -1.571, -4.069], [-2.116, 0.550, -2.934], [-4.163, 1.707, -2.705], [-4.867, 1.855, -1.132], [0.967, -3.558, -2.678], [2.287, -4.932, -1.078], [2.011, -4.510, 1.365], [0.515, -2.675, 2.100]], "multiplicity": 6, "fmax_ha_per_bohr": 0.0025, "orbital_gap_ha": [0.2715, 0.2457], "de_lowest_ev": 0.569, "charge": 1, "s_squared": 8.761, "e_lumo_ha": [-0.13224, -0.15791], "total_energy_ha": -2856.6057}

{"formula": "C14H19N3O3S2", "method": "wB97M-V/def2-TZVPD", "species": ["C", "N", "C", "O", "C", "N", "C", "C", "O", "C", "C", "O", "H", "H", "H", "H", "H", "H", "H", "H", "H", "H", "H", "H", "H", "H", "S", "C", "N", "C", "C", "C", "C", "C", "C", "S", "H", "H", "H", "H", "H"], "xyz": [[0.179, 5.645, 0.765], [0.453, 4.342, 1.371], [0.395, 3.181, 0.702], [0.110, 3.137, -0.490], [0.693, 1.903, 1.498], [-0.042, 0.748, 0.947], [-0.713, -0.212, 1.581], [-0.815, -0.203, 3.093], [-1.272, -1.092, 0.947], [2.216, 1.669, 1.505], [2.673, 0.637, 2.532], [2.684, 1.245, 0.250], [-0.709, 5.582, 0.131], [1.024, 5.946, 0.143], [0.012, 6.396, 1.538], [0.700, 4.322, 2.347], [0.376, 2.084, 2.523], [-0.074, 0.697, -0.061], [-1.380, -1.080, 3.406], [-1.339, 0.695, 3.415], [0.176, -0.246, 3.534], [2.705, 2.612, 1.750], [3.760, 0.562, 2.507], [2.249, -0.340, 2.304], [2.366, 0.946, 3.531], [2.443, 0.316, 0.141], [1.974, -2.009, -0.237], [0.737, -2.704, -1.116], [0.116, -2.050, -2.167], [-0.906, -2.779, -2.766], [-1.736, -2.375, -3.814], [-2.720, -3.252, -4.294], [-2.868, -4.524, -3.722], [-2.035, -4.924, -2.668], [-1.057, -4.043, -2.195], [0.079, -4.319, -0.878], [0.316, -1.079, -2.388], [-1.620, -1.388, -4.252], [-3.369, -2.942, -5.108], [-3.632, -5.200, -4.094], [-2.148, -5.904, -2.215]], "fmax_ha_per_bohr": 0.0457, "orbital_gap_ha": 0.3122, "de_lowest_ev": 0.000, "e_lumo_ha": 0.01731, "total_energy_ha": -1731.3012}

{"formula": "C14H19N3O3S2", "method": "wB97M-V/def2-TZVPD", "species": ["C", "C", "O", "C", "C", "C", "C", "C", "N", "C", "S", "N", "C", "C", "N", "S", "C", "O", "O", "C", "C", "C", "H", "H", "H", "H", "H", "H", "H", "H", "H", "H", "H", "H", "H", "H", "H", "H", "H", "H", "H"], "xyz": [[-5.158, -1.904, -0.571], [-3.704, -1.513, -0.615], [-2.872, -2.186, -1.182], [-3.322, -0.252, 0.078], [-4.127, 0.388, 1.016], [-3.679, 1.551, 1.619], [-2.437, 2.074, 1.314], [-1.612, 1.432, 0.388], [-0.363, 1.988, 0.111], [0.615, 1.500, -0.727], [1.371, 2.583, -1.727], [0.941, 0.193, -0.661], [1.793, -0.399, -1.681], [2.693, -1.488, -1.081], [3.111, -1.165, 0.255], [4.546, -0.354, 0.461], [4.312, 1.361, -0.080], [4.795, -0.334, 1.871], [5.495, -0.971, -0.414], [2.053, -0.920, 1.207], [0.717, -0.640, 0.499], [-2.076, 0.281, -0.236], [-5.325, -2.747, -1.237], [-5.787, -1.068, -0.867], [-5.424, -2.198, 0.442], [-5.092, -0.012, 1.284], [-4.303, 2.056, 2.340], [-2.097, 2.982, 1.789], [-0.329, 2.998, 0.187], [1.161, -0.833, -2.466], [2.387, 0.401, -2.129], [3.601, -1.604, -1.672], [2.169, -2.450, -1.059], [3.386, 1.748, 0.324], [4.311, 1.393, -1.161], [5.151, 1.921, 0.311], [2.354, -0.074, 1.830], [1.937, -1.792, 1.862], [0.259, -1.580, 0.175], [0.042, -0.152, 1.199], [-1.492, -0.214, -0.996]], "fmax_ha_per_bohr": 0.0200, "orbital_gap_ha": 0.3067, "de_lowest_ev": 1.562, "e_lumo_ha": -0.00396, "total_energy_ha": -1731.2438}

{"formula": "C14H19N3O5", "method": "wB97M-V/def2-TZVPD", "species": ["N", "C", "C", "C", "C", "N", "C", "C", "C", "C", "C", "C", "C", "O", "O", "H", "H", "H", "H", "H", "H", "H", "H", "H", "H", "H", "H", "N", "C", "C", "O", "C", "O", "O", "H", "H", "H", "H", "H", "H", "H"], "xyz": [[0.365, 1.112, -1.873], [0.195, 0.257, -0.722], [-1.137, -0.466, -0.788], [-2.290, 0.513, -0.961], [-2.469, 1.823, -1.546], [-3.915, 2.015, -1.466], [-4.478, 0.977, -0.747], [-5.796, 0.745, -0.366], [-6.093, -0.402, 0.374], [-5.172, -1.484, 0.475], [-3.879, -1.318, 0.059], [-3.567, -0.027, -0.471], [1.449, -0.512, -0.553], [2.494, -0.265, -1.203], [1.281, -1.602, 0.292], [0.692, 0.557, -2.639], [0.907, 1.889, -1.756], [0.087, 0.974, 0.174], [-1.344, -1.041, 0.009], [-1.161, -1.164, -1.671], [-1.717, 2.609, -1.426], [-4.088, 2.800, -1.218], [-6.602, 1.381, -0.696], [-7.081, -0.550, 0.718], [-5.572, -2.400, 0.793], [-3.146, -2.143, 0.050], [2.083, -2.096, 0.320], [4.678, -0.241, -0.222], [3.712, -0.276, 0.889], [4.175, -1.279, 1.981], [5.444, -0.768, 2.397], [3.731, 1.116, 1.408], [3.364, 1.284, 2.552], [4.168, 2.087, 0.568], [5.631, -0.269, 0.253], [4.659, -1.045, -0.823], [2.775, -0.435, 0.710], [3.474, -1.388, 2.789], [4.350, -2.311, 1.521], [5.213, -0.179, 3.049], [4.578, 1.522, -0.233]], "fmax_ha_per_bohr": 0.2613, "orbital_gap_ha": 0.3061, "de_lowest_ev": 5.921, "e_lumo_ha": 0.01400, "total_energy_ha": -1085.2172}